No. 1
27
Properties=species:S:1:pos:R:3:forces:R:3 method="wB97M-V/def2-TZVPD" lumo_energy_ha="-0.130 / -0.130" total_charge=+1 homo_energy_ev="-11.1 / -11.1" de_lowest_kcal_mol=137.8 orbital_gap_ha="0.2797 / 0.2797" largest_force_ha_per_bohr=0.077
C -0.6761 1.7134 1.7043 -1.111 0.615 2.608
C -0.6929 3.2771 1.6675 -3.614 -0.445 1.256
C -0.3208 -2.6284 -2.6969 1.329 -1.267 -3.174
C 0.7645 -3.3301 -1.8423 -0.021 -1.075 -0.077
C 0.0555 -0.0078 0.0916 -0.228 0.730 -0.626
C -0.7381 -1.0587 0.7671 0.611 -1.437 -0.936
N -0.0122 1.1934 0.5716 1.251 1.349 -2.194
N 0.4992 3.9668 1.3035 -1.037 -3.403 -1.382
N 0.3223 -1.3091 -2.7951 -0.734 2.220 0.094
N 1.2290 -1.0780 -1.9025 1.935 -0.977 0.210
N 1.6509 -2.2383 -1.4126 -2.872 0.984 -2.391
H -0.0701 1.3826 2.6132 -0.923 0.459 -0.828
H -1.7714 1.3508 1.8668 1.963 0.561 -0.484
H -1.4598 3.6756 0.9691 0.248 -0.828 0.030
H -1.2544 3.4799 2.6733 1.532 0.277 -1.133
H -0.2177 -3.1532 -3.7994 -0.878 1.473 2.735
H -1.3633 -2.6014 -2.3830 0.195 0.057 0.208
H 0.4300 -3.8179 -0.9013 -0.055 -0.204 -1.058
H 1.2494 -3.9980 -2.6110 0.048 0.291 1.642
H 0.1510 -1.6846 1.1524 -1.649 0.272 -0.248
H -1.2556 -1.6498 -0.1319 0.843 0.985 2.367
H -1.4110 -0.7519 1.6002 0.262 -0.546 -0.664
H 0.4985 2.0245 0.1181 -0.476 -1.921 0.445
H 0.2982 4.8818 1.1749 -0.693 3.460 -0.843
H -0.0480 -0.4125 -3.2621 0.570 -2.151 1.122
H 1.1322 3.9223 2.0017 2.853 -0.248 2.702
H 2.3885 -2.3789 -0.7680 0.647 0.769 0.617

No. 2
43
Properties=species:S:1:pos:R:3:forces:R:3 method="wB97M-V/def2-TZVPD" lumo_energy_ha=0.057 total_charge=-1 homo_energy_ev=-6.8 de_lowest_kcal_mol=21.5 orbital_gap_ha=0.3063 largest_force_ha_per_bohr=0.027
Pd 0.5273 1.0008 -0.5418 0.549 0.154 -0.242
Cl 2.6888 0.6992 -2.1424 -0.518 -0.065 -0.095
C 3.2197 1.1897 -0.5683 0.323 0.040 0.098
C 2.2020 1.3426 0.3476 0.201 0.229 0.877
C 2.5536 1.7767 1.6275 0.338 -0.023 -0.111
Cl 1.3925 2.0402 2.8691 -0.087 -0.061 -0.058
C 3.9009 2.0210 1.9334 -0.081 0.017 0.087
Cl 4.3468 2.5545 3.5131 0.007 -0.012 -0.041
C 4.8995 1.8434 0.9788 0.144 0.042 0.075
Cl 6.5538 2.1530 1.3653 -0.094 -0.031 -0.028
C 4.5576 1.4198 -0.2974 0.013 -0.059 -0.177
Cl 5.7466 1.1802 -1.5218 -0.049 0.031 0.081
F -2.8284 4.6124 -1.8955 -0.043 0.102 0.016
C -2.4688 3.5221 -1.2096 0.027 -0.167 -0.062
F -3.5534 2.8336 -0.8984 -0.074 0.021 -0.010
F -1.8420 3.9037 -0.1134 0.015 -0.032 0.069
S -1.3421 2.5541 -2.3337 -0.223 -0.519 -0.219
O -0.0139 3.0331 -2.0335 -0.278 0.046 -0.255
O -1.8650 2.7251 -3.6548 -0.040 -0.042 0.146
N -1.6012 1.0424 -1.7110 1.261 -0.044 -0.596
S -0.9467 -0.2087 -2.4933 -0.473 0.077 -0.489
O -0.1021 0.1582 -3.5975 -0.131 -0.069 0.139
O -0.4699 -1.1710 -1.5323 -0.122 -0.017 -0.108
C -2.3564 -1.1127 -3.2449 -0.203 0.296 -0.025
F -2.9677 -0.3580 -4.1555 -0.036 -0.023 -0.027
F -1.8870 -2.2092 -3.8382 -0.017 -0.060 -0.047
F -3.2444 -1.4709 -2.3201 0.011 -0.016 0.014
O -2.7272 0.8035 1.5712 0.023 -0.063 0.161
C -1.5856 0.4691 1.3139 -0.119 0.397 -0.162
O -0.6887 1.3387 0.9288 -0.409 -0.150 0.974
C -1.2045 -0.9847 1.4962 0.096 -0.190 0.034
C 0.1097 -1.4217 1.6160 0.002 0.041 0.106
C 0.4002 -2.7617 1.8153 -0.020 0.090 -0.052
C -0.6533 -3.6502 1.8937 0.030 -0.341 -0.072
C -1.9736 -3.2549 1.7878 -0.028 0.067 -0.035
C -2.2388 -1.9118 1.5928 -0.049 0.056 -0.074
N -0.3597 -5.0843 2.1219 -0.003 0.309 0.497
O 0.8069 -5.4180 2.2012 -0.021 -0.058 -0.187
O -1.2999 -5.8366 2.2932 0.013 -0.043 -0.204
H 0.9158 -0.7071 1.5701 0.072 0.068 -0.034
H 1.4156 -3.1173 1.9023 -0.006 0.010 0.024
H -2.7631 -3.9875 1.8583 0.002 -0.002 -0.002
H -3.2539 -1.5505 1.5061 -0.003 -0.007 0.015